{
  "formula": "C7H13N3O3PtSe",
  "method": "the ωB97M-V functional and the def2-TZVPD basis",
  "charge": 2,
  "fmax_ev_per_a": 0.10,
  "homo_lumo_gap_ev": [8.0, 6.7],
  "spin_multiplicity": 5,
  "e_homo_ev": [-16.604, -18.012],
  "elements": ["Pt", "C", "C", "N", "O", "C", "C", "N", "O", "H", "H", "H", "H", "H", "H", "H", "Se", "C", "N", "C", "C", "O", "H", "H", "H", "H", "H", "H"],
  "xyz": [[0.371, 0.418, -0.335], [0.231, -2.820, 2.628], [-0.020, -1.889, 1.497], [0.825, -0.928, 1.204], [1.885, -0.888, 2.017], [-1.187, -1.968, 0.651], [-2.284, -2.929, 0.857], [-1.202, -1.079, -0.384], [-2.127, -1.062, -1.182], [1.240, -3.227, 2.554], [-0.487, -3.633, 2.647], [0.179, -2.275, 3.574], [2.520, -0.232, 1.670], [-2.592, -2.941, 1.904], [-1.930, -3.940, 0.621], [-3.131, -2.702, 0.217], [1.994, -0.452, -2.078], [3.288, -0.098, -0.852], [3.988, 0.126, 0.042], [-0.494, 4.426, -2.100], [0.439, 3.296, -1.768], [-0.353, 2.103, -1.360], [0.098, 5.293, -2.393], [-1.103, 4.705, -1.241], [-1.138, 4.177, -2.946], [1.067, 3.510, -0.905], [1.056, 2.998, -2.616], [-1.133, 2.010, -1.925]]
}